(1)
{
  "formula": "C4H7N3",
  "method": "ωB97M-V with the def2-TZVPD basis set",
  "species": ["N", "C", "C", "C", "N", "C", "N", "H", "H", "H", "H", "H", "H", "H"],
  "positions_angstrom": [[-2.37237, -0.23860, 0.23233], [-1.07978, 0.11892, 0.03251], [0.12180, -0.57510, 0.57408], [1.22970, 0.17861, -0.14497], [2.57403, -0.19229, 0.14405], [0.81598, 1.26239, -0.84674], [-0.66077, 1.13848, -0.66347], [-3.07653, 0.10471, -0.40417], [-2.55232, -1.15117, 0.62015], [0.07553, -1.66480, 0.45544], [3.17051, 0.58015, -0.13700], [2.85413, -0.99516, -0.41608], [0.19237, -0.36632, 1.65065], [-1.29229, 1.80018, -1.09678]],
  "forces_ev_per_angstrom": [[0.035, -0.030, -0.099], [0.184, 0.195, -0.058], [-0.075, 0.029, -0.091], [-0.008, 0.207, -0.059], [0.051, 0.065, -0.212], [-0.131, -0.529, 0.353], [-0.277, -0.070, 0.011], [0.085, 0.007, 0.133], [0.057, 0.144, -0.025], [0.034, 0.162, -0.070], [-0.006, -0.078, 0.043], [-0.019, 0.085, 0.153], [-0.035, -0.063, -0.097], [0.104, -0.124, 0.018]],
  "total_charge": 0,
  "largest_force_ha_per_bohr": 0.013,
  "e_lumo_ev": 0.4,
  "relative_energy_kcal_mol": 56.7,
  "homo_lumo_gap_ev": 7.525
}


(2)
{
  "formula": "C10H6AgCl2INO",
  "method": "ωB97M-V with the def2-TZVPD basis set",
  "species": ["Ag", "Cl", "C", "C", "C", "I", "C", "O", "C", "N", "C", "C", "C", "C", "H", "H", "H", "H", "Cl", "C", "H", "H"],
  "positions_angstrom": [[-2.00277, 1.39428, 1.23807], [2.50434, -2.91027, -2.28052], [1.20303, -2.26901, -1.29229], [0.02973, -2.96176, -1.19600], [-1.02521, -2.47920, -0.41601], [-2.79277, -3.58363, -0.29597], [-0.97100, -1.27792, 0.31866], [-1.91792, -0.84367, 1.03919], [0.30298, -0.56040, 0.19531], [0.40640, 0.59752, 0.89131], [1.51444, 1.28962, 0.83371], [2.62639, 0.88838, 0.07037], [2.55154, -0.27277, -0.64144], [1.37244, -1.05012, -0.59835], [-0.08029, -3.89449, -1.73300], [1.53837, 2.21262, 1.40549], [3.52035, 1.49920, 0.05401], [3.38482, -0.61203, -1.24210], [-4.44956, 3.47485, 0.32293], [-2.74439, 3.39618, 1.03308], [-2.82167, 3.97364, 1.95207], [-2.14924, 3.98896, 0.34147]],
  "forces_ev_per_angstrom": [[-0.243, 0.297, -0.084], [-0.053, 0.031, 0.038], [0.040, -0.018, -0.019], [-0.052, 0.020, 0.030], [-0.042, 0.009, 0.091], [0.048, 0.019, -0.012], [-0.024, -0.111, 0.039], [0.177, 0.084, -0.151], [0.108, 0.032, 0.025], [-0.045, -0.200, -0.127], [0.011, 0.015, -0.022], [0.007, 0.080, 0.079], [-0.008, -0.058, -0.019], [0.015, 0.075, 0.032], [-0.028, 0.001, 0.009], [0.008, -0.010, -0.025], [-0.019, -0.008, -0.002], [-0.005, -0.003, -0.002], [0.105, 0.038, 0.044], [0.034, -0.298, 0.100], [-0.036, -0.015, 0.052], [0.002, 0.022, -0.076]],
  "total_charge": -1,
  "largest_force_ha_per_bohr": 0.008,
  "e_lumo_ev": 2.7,
  "homo_lumo_gap_ev": 6.983
}


(3)
{
  "formula": "C3H12NOS",
  "method": "ωB97M-V with the def2-TZVPD basis set",
  "species": ["C", "O", "H", "H", "H", "H", "C", "C", "S", "N", "H", "H", "H", "H", "H", "H", "H", "H"],
  "positions_angstrom": [[-0.79647, 2.77926, -0.67944], [-0.72594, 1.68857, 0.28066], [-0.74047, 2.39312, -1.69937], [-1.70742, 3.34181, -0.50388], [0.07546, 3.40918, -0.54083], [-1.54563, 1.19727, 0.17815], [0.67756, -1.24755, -0.42022], [-0.01625, -1.78377, 0.81726], [-0.92049, -3.29273, 0.35692], [1.41508, 0.00493, -0.10754], [-0.07445, -1.02406, -1.17514], [1.35585, -2.00395, -0.80756], [-0.73177, -1.08670, 1.25611], [0.68643, -1.99488, 1.62765], [-1.66215, -3.32982, 1.47886], [1.91981, 0.37902, -0.91082], [2.08908, -0.16354, 0.64059], [0.70178, 0.73384, 0.20862]],
  "forces_ev_per_angstrom": [[0.265, -0.313, 0.042], [0.252, 0.155, -0.411], [-0.289, 0.009, 0.010], [0.015, 0.130, -0.146], [-0.021, 0.100, 0.293], [-0.139, -0.110, 0.199], [-0.614, -0.503, 0.070], [-0.148, -0.015, 0.681], [-0.037, -0.014, 0.083], [-0.163, 0.408, 0.421], [0.146, 0.103, -0.125], [0.188, 0.156, -0.112], [0.017, 0.237, -0.336], [0.219, -0.122, -0.218], [0.096, -0.032, -0.166], [0.002, -0.070, -0.027], [0.025, 0.106, -0.014], [0.186, -0.225, -0.244]],
  "total_charge": 1,
  "largest_force_ha_per_bohr": 0.015,
  "e_lumo_ev": -3.4,
  "relative_energy_kcal_mol": 18.3,
  "homo_lumo_gap_ev": 9.447
}


(4)
{
  "formula": "C8H22N2O2Rb",
  "method": "ωB97M-V with the def2-TZVPD basis set",
  "species": ["Rb", "C", "C", "C", "O", "C", "N", "H", "H", "H", "H", "H", "H", "H", "H", "H", "H", "H", "C", "C", "C", "O", "C", "N", "H", "H", "H", "H", "H", "H", "H", "H", "H", "H", "H"],
  "positions_angstrom": [[-1.64506, 0.38974, 1.27183], [0.22216, -3.89425, -0.87373], [-0.50787, -2.63911, -0.43628], [-1.80083, -3.05159, 0.25445], [-2.71278, -1.99205, 0.48942], [-3.99117, -2.42919, 0.97055], [0.28353, -1.83080, 0.53713], [1.15020, -3.66819, -1.38987], [-0.42350, -4.43288, -1.57634], [0.34698, -4.57810, -0.03377], [-0.74398, -1.91012, -1.21714], [-1.49786, -3.43932, 1.24577], [-2.32448, -3.89420, -0.20652], [-4.61659, -1.54451, 0.94052], [-3.85621, -2.87023, 1.96224], [-4.37813, -3.22341, 0.32740], [0.56712, -2.48872, 1.26272], [1.16550, -1.49410, 0.16480], [1.15304, 2.73312, -2.04210], [1.92277, 3.13007, -0.78746], [1.64009, 2.21199, 0.37939], [0.27952, 2.33724, 0.82255], [0.18029, 3.23743, 1.91421], [3.38175, 3.10031, -1.02039], [1.44661, 3.32263, -2.91049], [0.07338, 2.87846, -1.92034], [1.28092, 1.67768, -2.30349], [1.65315, 4.15521, -0.52773], [2.34198, 2.44938, 1.18426], [1.81476, 1.15823, 0.14248], [0.49688, 4.24343, 1.62329], [0.76656, 2.94672, 2.78998], [-0.86925, 3.32524, 2.20440], [3.58753, 2.25481, -1.55116], [3.61301, 3.82908, -1.69060]],
  "forces_ev_per_angstrom": [[0.058, 0.126, 0.035], [-0.903, -0.081, -0.803], [0.026, 0.901, 0.541], [-0.043, -0.504, 1.278], [0.011, 0.196, -0.554], [1.003, -0.394, -0.266], [-0.231, -0.407, 0.554], [0.195, -0.082, 0.216], [0.206, 0.013, -0.092], [0.364, 0.152, 0.107], [0.007, -0.545, -0.490], [-0.008, -0.104, -0.083], [0.149, 0.183, -0.514], [-0.305, -0.157, 0.255], [-0.313, 0.274, 0.164], [-0.190, 0.199, -0.121], [0.012, 0.225, 0.160], [-0.122, -0.109, -0.418], [-0.802, -0.043, -0.045], [0.590, -0.249, -0.897], [-0.011, 0.114, 0.314], [0.381, -0.191, 0.453], [-0.276, 0.685, -0.045], [-0.234, -0.063, -0.305], [0.112, 0.072, 0.083], [0.083, 0.040, 0.065], [0.251, 0.007, 0.117], [0.005, -0.009, 0.202], [-0.161, 0.071, 0.076], [-0.093, 0.042, -0.298], [0.053, -0.038, -0.010], [0.058, -0.266, -0.125], [-0.006, -0.123, -0.043], [0.094, -0.088, 0.253], [0.038, 0.154, 0.238]],
  "total_charge": 1,
  "largest_force_ha_per_bohr": 0.027,
  "e_lumo_ev": -2.9,
  "relative_energy_kcal_mol": 13.9,
  "homo_lumo_gap_ev": 9.190
}


(5)
{
  "formula": "C3H7NO",
  "method": "ωB97M-V with the def2-TZVPD basis set",
  "species": ["C", "N", "H", "H", "H", "C", "C", "O", "H", "H", "H", "H"],
  "positions_angstrom": [[2.31498, 6.30336, -0.87656], [3.46618, 6.07281, -0.42821], [2.05263, 5.77788, -1.79875], [1.50950, 6.93852, -0.45329], [3.68945, 6.57258, 0.43297], [-1.20659, -5.15865, 0.33233], [-2.28006, -4.56854, 0.81802], [-2.81417, -3.37181, 0.39870], [-0.81828, -6.13752, 0.59485], [-0.73899, -4.83333, -0.57696], [-2.91167, -4.83884, 1.66081], [-2.26298, -2.75647, -0.10391]],
  "forces_ev_per_angstrom": [[-0.594, -0.199, -0.340], [0.357, 0.142, 0.252], [-0.141, 0.142, 0.044], [0.622, -0.142, 0.048], [-0.244, 0.057, -0.005], [0.200, -0.980, -0.586], [-0.331, 1.264, 0.233], [-0.328, 0.266, 0.022], [-0.432, 0.191, 0.660], [0.123, 0.710, -0.231], [0.443, -0.689, -0.112], [0.325, -0.762, 0.014]],
  "total_charge": 0,
  "largest_force_ha_per_bohr": 0.026,
  "e_lumo_ev": 1.1,
  "smiles": "C=CO.C=N",
  "relative_energy_kcal_mol": 64.3,
  "homo_lumo_gap_ev": 10.318
}


(6)
{
  "formula": "C11H9CdN6O3S2",
  "method": "ωB97M-V with the def2-TZVPD basis set",
  "species": ["Cd", "N", "C", "C", "C", "C", "C", "C", "S", "O", "O", "N", "C", "N", "C", "C", "C", "N", "H", "H", "H", "H", "H", "H", "H", "H", "H", "S", "C", "N", "O", "N"],
  "positions_angstrom": [[0.27864, 0.64569, 1.83339], [-4.20349, 0.82308, -4.07956], [-3.29533, 0.35718, -3.18356], [-3.10389, 1.01292, -1.95418], [-2.18416, 0.53745, -1.04989], [-1.42709, -0.59211, -1.34492], [-1.60389, -1.25025, -2.55877], [-2.52853, -0.78305, -3.46576], [-0.23600, -1.21345, -0.24582], [0.23169, -2.48691, -0.68705], [-0.83461, -1.18173, 1.13143], [0.91616, -0.05489, -0.17564], [2.17189, -0.49329, 0.25657], [2.94831, -1.21394, -0.53660], [4.13055, -1.56263, -0.04648], [4.56815, -1.18717, 1.21940], [3.69740, -0.43698, 1.97578], [2.49466, -0.09133, 1.50584], [-4.79068, 1.60590, -3.86215], [-4.38056, 0.33105, -4.93516], [-3.69177, 1.89055, -1.71839], [-2.07854, 1.04857, -0.09960], [-1.01502, -2.12914, -2.78038], [-2.66512, -1.30002, -4.40681], [4.75777, -2.16347, -0.69474], [5.54079, -1.46855, 1.59207], [3.94444, -0.10153, 2.97499], [1.07185, 3.19604, 7.03750], [1.03078, 2.41617, 5.74386], [1.09985, 1.73285, 4.68646], [-0.91629, 2.36848, 4.05923], [0.07204, 1.74449, 3.80895]],
  "forces_ev_per_angstrom": [[0.422, -0.252, 0.209], [-0.004, 0.024, -0.041], [0.018, -0.010, 0.031], [0.012, -0.023, -0.023], [-0.036, 0.029, 0.081], [0.015, -0.074, -0.083], [0.025, 0.036, -0.003], [0.002, 0.009, 0.004], [-0.116, -0.057, -0.106], [0.046, -0.018, 0.087], [-0.030, 0.247, -0.046], [-0.115, 0.060, 0.205], [-0.043, -0.022, -0.185], [0.064, 0.024, 0.001], [0.001, 0.003, 0.026], [-0.016, 0.023, 0.005], [0.032, 0.045, 0.017], [-0.095, -0.047, -0.016], [-0.002, -0.005, 0.007], [-0.003, -0.006, 0.006], [-0.010, -0.001, 0.001], [0.006, -0.028, -0.004], [0.006, -0.007, 0.005], [-0.011, -0.002, -0.001], [-0.001, 0.007, -0.011], [-0.001, -0.009, 0.003], [-0.004, -0.006, 0.002], [-0.012, -0.023, -0.041], [0.054, -0.023, 0.088], [0.031, 0.008, -0.002], [0.059, -0.019, 0.063], [-0.295, 0.118, -0.277]],
  "total_charge": 1,
  "largest_force_ha_per_bohr": 0.010,
  "e_lumo_ev": -5.6,
  "relative_energy_kcal_mol": 0.0,
  "homo_lumo_gap_ev": 5.088
}


(7)
{
  "formula": "C11H11FN2O4S",
  "method": "ωB97M-V with the def2-TZVPD basis set",
  "species": ["C", "C", "C", "F", "C", "C", "C", "C", "N", "C", "C", "N", "C", "C", "H", "H", "H", "H", "H", "H", "H", "H", "H", "H", "H", "O", "S", "O", "O", "O"],
  "positions_angstrom": [[4.07214, -0.96486, 0.97970], [3.97520, 0.35328, 0.06714], [3.14139, 1.55954, 0.71651], [3.05813, 2.70967, -0.17342], [1.66865, 1.02403, 1.01689], [1.21705, 0.82570, 2.51702], [-0.22686, 0.29178, 2.73004], [-1.21185, -0.06251, 1.55202], [-2.52568, -0.52753, 1.91173], [-3.30802, -0.85615, 0.77024], [-2.78633, -0.71521, -0.69332], [-1.51148, -0.21652, -1.09456], [-0.75008, 0.09852, 0.08610], [0.71232, 0.66663, -0.14193], [5.06520, -1.02965, 1.55866], [3.23650, -1.07579, 1.75289], [3.96194, -1.87000, 0.26674], [5.06055, 0.72472, -0.09916], [3.49347, 0.13696, -0.96286], [3.68961, 1.93352, 1.65816], [1.90095, 1.04607, 3.41232], [-0.55530, 0.16990, 3.82874], [-4.36502, -1.24548, 0.93270], [-3.51981, -1.01758, -1.53915], [1.12476, 0.82617, -1.20796], [-3.82838, -0.72796, -4.95231], [-4.92458, -0.55608, -3.97253], [-6.22276, -0.50844, -4.68167], [-4.72309, 0.70572, -3.21993], [-4.91862, -1.69847, -3.01881]],
  "forces_ev_per_angstrom": [[-0.315, -0.454, -0.275], [0.514, 0.878, -0.329], [-0.770, -0.988, 0.224], [0.405, -1.740, 0.979], [-2.892, -0.823, 0.183], [-3.679, -1.286, -2.910], [2.453, 0.918, -1.849], [1.191, 0.494, 0.123], [0.222, -0.194, -4.756], [3.183, 1.162, 0.431], [1.019, 0.722, 0.046], [-2.623, -1.079, 5.363], [1.934, 0.765, 0.744], [0.572, 0.070, 3.222], [-1.436, 0.136, -1.054], [1.007, 0.396, -1.203], [0.409, 1.369, 1.322], [-1.767, -0.520, 0.011], [0.821, 0.232, 1.766], [-1.096, -0.540, -1.305], [-1.186, -0.323, -1.623], [0.272, 0.086, -2.122], [1.665, 0.650, -0.252], [0.888, 0.429, 0.884], [-1.069, -0.337, 1.861], [0.381, -0.153, -0.207], [-0.081, 0.420, -0.778], [-0.441, -0.097, -0.090], [0.167, 0.400, 0.622], [0.251, -0.595, 0.971]],
  "total_charge": -2,
  "largest_force_ha_per_bohr": 0.118,
  "e_lumo_ev": 3.8,
  "homo_lumo_gap_ev": 3.469
}


(8)
{
  "formula": "F2H2N2",
  "method": "ωB97M-V with the def2-TZVPD basis set",
  "species": ["N", "N", "F", "F", "H", "H"],
  "positions_angstrom": [[0.61333, -0.48771, 0.06420], [-0.44604, -0.13584, -0.61538], [-0.09588, 0.98736, -1.24252], [-1.49488, 0.73838, 0.62858], [1.08104, 0.28622, 0.67730], [0.34242, -1.38841, 0.48782]],
  "forces_ev_per_angstrom": [[-0.333, 0.401, 1.470], [-0.521, 1.188, 1.639], [-0.125, 0.722, -0.526], [1.357, -1.223, -1.421], [-1.125, -1.829, -1.405], [0.747, 0.742, 0.243]],
  "total_charge": 0,
  "largest_force_ha_per_bohr": 0.050,
  "e_lumo_ev": [-0.6, -0.6],
  "relative_energy_kcal_mol": 45.6,
  "homo_lumo_gap_ev": [10.573, 10.567]
}